--- a ---
DFT (ωB97M-V with the def2-TZVPD basis set) results for the molecule C20H18N4O4S.

Properties
SMILES: CCC[C@@H](C)C(=O)Nc1nc2c(ccc3onc(-c4ccccc4[N+](=O)[O-])c32)s1
Gap between HOMO and LUMO in eV: 7.79
Highest occupied orbital energy in Ha: -0.306

The geometry in XYZ format:
```
47
C20H18N4O4S, DFT ωB97M-V with the def2-TZVPD basis set
H -1.23 0.12 -6.04
C -4.60 -3.13 0.43
H 1.68 2.62 1.08
C -4.03 -2.62 1.58
H 1.05 0.49 -5.12
H 1.02 -0.25 1.23
O -1.39 0.44 1.26
C -1.79 -0.66 -2.75
C -2.90 -0.95 0.28
H -5.27 -3.97 0.48
H 3.76 -0.69 3.80
C -3.19 -1.53 1.51
C 2.93 0.34 0.63
O 3.64 0.57 -0.33
H 1.51 3.44 2.63
C 1.09 -0.23 -0.79
H 2.40 -1.28 2.84
H 4.06 -1.51 2.26
C 2.18 2.82 2.03
C -4.29 -2.57 -0.80
H -2.76 -1.09 2.39
N -2.13 0.27 0.31
C -0.51 -0.47 -2.24
C -3.43 -1.48 -0.91
C 0.25 0.17 -4.48
C -2.02 -0.44 -4.11
C 0.50 -0.04 -3.12
O -3.32 -0.67 -4.37
H 4.04 3.72 2.68
C -1.02 -0.03 -5.00
C 3.39 -0.82 2.78
H 4.35 0.95 2.05
C 2.40 1.51 2.79
H -4.71 -2.97 -1.71
C 3.34 0.53 2.07
H 1.43 1.04 2.96
O -2.32 1.09 -0.56
N -0.13 -0.60 -0.94
C -3.07 -1.03 -2.25
H 3.25 4.56 1.35
H 4.09 3.05 1.04
N 1.66 -0.14 0.45
C 3.47 3.58 1.76
H -4.25 -3.06 2.54
S 1.97 0.24 -2.22
H 2.84 1.73 3.77
N -3.94 -1.04 -3.23
```

Atom charges from the natural (NBO) analysis, given in e for atoms 1 to 6:
1. H 0.233
2. C -0.179
3. H 0.201
4. C -0.208
5. H 0.224
6. H 0.436

***

--- b ---
DFT (ωB97M-V with the def2-TZVPD basis set) results for the molecule C20H18N4O4S.

Properties
SMILES: COc1ccc(NS(=O)(=O)c2cccc(C(=O)N/N=C/c3ccccn3)c2)cc1
Gap between HOMO and LUMO in eV: 8.17
Highest occupied orbital energy in Ha: -0.306

The geometry in XYZ format:
```
47
C20H18N4O4S, DFT ωB97M-V with the def2-TZVPD basis set
H 3.22 0.51 -0.29
H 3.62 0.35 -2.02
N -2.58 0.55 -3.20
N 3.32 -1.20 2.45
H 4.28 -0.81 -0.83
C 1.16 -0.63 -1.73
C -2.72 2.09 0.31
C 0.25 -1.58 -2.19
H -3.17 -0.20 -3.56
O 2.36 -1.11 -1.28
H 2.57 2.57 2.17
C -1.33 0.14 -2.72
C -3.10 1.14 -0.62
H 4.84 1.76 2.80
C 3.42 -0.20 -1.10
S -3.49 1.64 -2.30
C 1.11 -1.81 1.90
H -0.72 2.13 -2.29
H 1.44 -2.85 2.00
O -2.98 2.96 -2.49
C -0.44 1.09 -2.26
C 4.05 1.06 2.60
H -0.81 -3.41 1.53
H -2.02 2.41 2.31
C -3.05 -0.21 -0.32
C 0.80 0.72 -1.77
C -2.29 1.68 1.56
C 4.26 -0.31 2.68
C 1.79 0.58 2.00
C -0.98 -1.20 -2.68
C 2.78 1.51 2.25
H 5.23 -0.70 2.95
H -1.80 0.01 2.81
H 0.79 0.86 1.71
C 2.11 -0.78 2.12
H -2.76 3.13 0.03
O -3.14 -2.94 0.88
N -0.09 -1.48 1.63
N -1.04 -2.41 1.46
O -4.85 1.37 -2.63
H 1.48 1.48 -1.43
C -2.54 -0.62 0.90
C -2.17 0.33 1.85
C -2.32 -2.08 1.09
H -3.38 -0.94 -1.04
H 0.54 -2.62 -2.15
H -1.67 -1.96 -3.04
```

Atom charges from the natural (NBO) analysis, given in e for atoms 1 to 6:
1. H 0.177
2. H 0.178
3. N -0.842
4. N -0.412
5. H 0.203
6. C 0.281

***

Quick one: most stable of them? b

***

--- a ---
DFT (ωB97M-V with the def2-TZVPD basis set) results for CH5N3OS as an isolated structure.

Properties
Gap between HOMO and LUMO in eV: 9.44
Highest occupied orbital energy in Ha: -0.332

The geometry in XYZ format:
```
11
CH5N3OS, DFT ωB97M-V with the def2-TZVPD basis set
N 0.38 -0.46 -0.28
S 0.45 -1.99 -0.55
H -0.51 1.03 0.38
H -2.05 -2.63 1.15
C -1.58 -0.75 0.87
O 1.83 -2.38 -0.75
H 2.52 1.36 1.20
H 2.15 0.83 0.93
N -1.54 -1.99 0.59
N -0.74 0.04 0.24
H -2.21 -0.36 1.63
```

Atom charges from the natural (NBO) analysis, given in e for atoms 1 to 6:
1. N -0.605
2. S 1.404
3. H 0.422
4. H 0.380
5. C 0.251
6. O -0.896

***

--- b ---
DFT (ωB97M-V with the def2-TZVPD basis set) results for the molecule CH5N3OS.

Properties
SMILES: NNC(=S)NO
Gap between HOMO and LUMO in eV: 9.28
Highest occupied orbital energy in Ha: -0.317

The geometry in XYZ format:
```
11
CH5N3OS, DFT ωB97M-V with the def2-TZVPD basis set
N 0.16 0.29 1.69
N 0.14 1.01 0.46
O 0.24 -1.79 -1.72
H 0.58 -1.53 0.40
N 0.25 -1.00 -0.58
H 1.03 0.73 2.10
C -0.12 0.23 -0.74
H -0.69 0.45 2.31
S -1.13 0.75 -1.92
H -0.04 2.05 0.28
H -0.42 -1.18 -2.27
```

Atom charges from the natural (NBO) analysis, given in e for atoms 1 to 6:
1. N -0.671
2. N -0.508
3. O -0.555
4. H 0.453
5. N -0.302
6. H 0.372

***

Quick one: most stable of them? b

***

--- a ---
DFT (ωB97M-V with the def2-TZVPD basis set) results for a 6-piece molecular cluster, C12H36O12 overall.

Properties
SMILES: OCCO.OCCO.OCCO.OCCO.OCCO.OCCO
Gap between HOMO and LUMO in eV: 10.22
Highest occupied orbital energy in Ha: -0.366

The geometry in XYZ format:
```
60
C12H36O12, DFT ωB97M-V with the def2-TZVPD basis set
H 5.11 0.61 -0.46
H -5.87 1.31 1.61
O 2.48 0.53 -4.23
H 6.98 -0.81 1.65
H 2.21 0.66 2.72
H 0.44 2.89 3.06
H -4.20 -5.07 -1.46
C 1.83 1.77 -4.47
H -4.43 -0.72 1.95
H -2.23 -3.73 0.42
H -4.71 2.12 -0.25
O -4.41 1.27 0.08
O -3.25 -6.06 0.16
H 5.52 1.60 1.66
H -2.56 -1.94 -0.83
H 1.97 0.06 -3.56
H -6.33 -2.26 1.59
O 0.81 1.68 4.72
H 3.46 2.93 -5.24
C -3.32 -5.04 -0.81
H -0.04 1.85 5.13
H 0.34 -1.07 0.53
O 2.50 1.48 2.30
C -3.15 -3.67 -0.16
H 0.78 1.61 -4.72
H -6.41 0.63 0.09
C 0.29 -0.23 -0.17
H -0.87 0.92 1.21
O -3.08 -2.68 -1.17
H -0.13 -1.57 -1.48
O 4.90 -1.35 0.16
H 1.12 0.46 0.00
H 1.80 4.25 -5.67
C 2.54 2.45 -5.61
H -1.05 1.41 -0.45
O -2.06 -0.36 0.08
C -5.54 0.71 0.75
O 6.90 0.14 1.58
O 1.72 3.45 -6.20
H -4.12 -6.18 0.55
C -5.19 -0.71 1.15
H 5.84 -1.52 0.06
O -6.39 -1.30 1.64
H 1.15 3.74 4.38
C 2.54 2.47 3.33
H 5.06 0.16 2.55
H -4.82 -1.24 0.28
C 4.74 0.05 0.40
C -0.97 0.52 0.19
O 0.26 -0.70 -1.52
H 2.82 1.71 -6.36
H -2.89 0.09 0.26
C 5.52 0.51 1.62
H -2.46 -5.15 -1.49
H 2.95 3.36 2.86
H 3.16 2.12 4.16
C 1.17 2.76 3.88
H 3.69 0.19 0.57
H 1.86 2.38 -3.56
H -3.99 -3.45 0.52
```

Atom charges from the natural (NBO) analysis, given in e for atoms 1 to 6:
1. H 0.164
2. H 0.169
3. O -0.731
4. H 0.460
5. H 0.474
6. H 0.164

***

--- b ---
DFT (ωB97M-V with the def2-TZVPD basis set) results for a 6-piece molecular cluster, C12H36O12 overall.

Properties
SMILES: OCCO.OCCO.OCCO.OCCO.OCCO.OCCO
Gap between HOMO and LUMO in eV: 9.79
Highest occupied orbital energy in Ha: -0.352

The geometry in XYZ format:
```
60
C12H36O12, DFT ωB97M-V with the def2-TZVPD basis set
H -18.86 -3.56 13.04
H -20.90 3.02 11.18
H -11.60 -5.69 4.38
O -18.00 -2.31 11.61
H -18.50 -0.84 6.97
H -20.24 -3.35 4.61
C -13.44 -5.93 5.16
H -14.04 -5.18 3.16
O -19.33 -4.81 3.56
O -18.39 -1.63 14.88
C -20.54 -4.26 4.10
H -15.52 0.46 7.06
H -18.17 2.21 11.71
C -14.37 -5.13 4.20
O -15.08 3.64 7.92
H -15.34 -5.63 4.17
H -17.74 3.45 9.81
H -13.88 -5.73 6.13
H -13.63 -7.00 5.06
O -20.82 2.15 11.59
C -15.18 1.44 6.74
H -14.63 -3.60 5.44
C -19.99 1.36 10.74
C -18.03 -1.45 7.74
O -21.41 -6.59 4.55
H -19.55 -5.74 3.49
H -21.21 -4.24 3.24
O -18.59 3.06 10.01
O -16.04 -2.41 6.76
O -17.02 -0.65 8.47
H -17.19 -1.97 12.00
H -16.78 2.39 7.82
H -17.14 -0.92 9.39
C -19.04 -2.60 12.57
H -20.66 -5.12 5.81
H -17.99 -2.95 6.38
O -14.50 -3.71 4.50
O -12.08 -5.41 5.16
H -13.41 1.84 5.90
H -22.28 -6.75 4.17
H -15.60 1.79 5.79
H -15.99 -1.58 7.25
C -17.33 -2.68 7.20
H -19.98 -2.70 12.03
H -20.43 1.34 9.75
H -15.63 1.82 8.86
H -17.76 1.21 10.37
C -21.32 -5.22 4.94
H -20.02 0.31 11.01
C -18.55 1.87 10.74
H -17.76 -0.91 14.80
H -22.34 -4.93 5.19
H -20.19 -1.70 14.08
H -19.32 -0.44 13.22
C -15.69 2.34 7.90
H -14.16 3.40 8.03
H -17.17 -3.53 7.87
C -19.22 -1.43 13.68
O -13.69 1.36 6.68
H -18.72 -1.85 8.49
```

Atom charges from the natural (NBO) analysis, given in e for atoms 1 to 6:
1. H 0.181
2. H 0.478
3. H 0.468
4. O -0.757
5. H 0.192
6. H 0.194

***

Quick one: most stable of them? a

***

--- a ---
DFT (ωB97M-V with the def2-TZVPD basis set) results for the molecule C7H8ClNOS.

Properties
Gap between HOMO and LUMO in eV: 8.42
Highest occupied orbital energy in Ha: -0.291

The geometry in XYZ format:
```
19
C7H8ClNOS, DFT ωB97M-V with the def2-TZVPD basis set
C -0.58 1.18 -0.76
H -0.13 2.00 -1.34
C -2.62 -0.08 -0.57
O -0.23 -1.31 1.81
H 3.51 -0.50 0.14
H 2.47 -1.66 0.80
C -1.97 -0.96 0.26
C -0.75 -0.62 0.81
C -1.84 0.92 -1.12
C 0.01 0.43 0.27
H -0.69 -1.99 2.26
H -3.54 -0.12 -1.02
N 1.97 1.98 0.03
C 2.54 -0.81 0.23
H -2.12 1.62 -1.86
H 2.94 2.20 -0.09
Cl 1.88 -1.17 -1.37
S 1.67 0.77 0.93
H -2.50 -1.86 0.60
```

Atom charges from the natural (NBO) analysis, given in e for atoms 1 to 6:
1. C -0.165
2. H 0.257
3. C -0.173
4. O -0.686
5. H 0.206
6. H 0.216

***

--- b ---
DFT (ωB97M-V with the def2-TZVPD basis set) results for C7H8ClNOS as an isolated structure.

Properties
Gap between HOMO and LUMO in eV: 8.23
Highest occupied orbital energy in Ha: -0.286

The geometry in XYZ format:
```
19
C7H8ClNOS, DFT ωB97M-V with the def2-TZVPD basis set
H -0.88 -1.10 -3.37
C -0.19 -0.87 -2.57
H 0.20 0.28 0.50
C 1.17 -0.93 -2.43
H 3.62 0.28 -1.21
H 3.47 -1.39 -0.58
H -1.14 -0.47 2.11
H -1.54 2.36 2.84
O -1.31 -0.03 4.08
S 2.82 -1.29 -2.98
H -1.61 -0.20 -1.14
N -0.64 -0.36 -1.36
C -1.46 0.22 2.91
C 0.39 -0.12 -0.48
C 3.03 -0.64 -1.24
C 1.53 -0.47 -1.15
H -3.12 1.57 2.88
C -2.12 1.52 2.47
Cl -2.22 1.63 0.70
```

Atom charges from the natural (NBO) analysis, given in e for atoms 1 to 6:
1. H 0.218
2. C -0.102
3. H 0.206
4. C -0.227
5. H 0.222
6. H 0.223

***

--- c ---
DFT (ωB97M-V with the def2-TZVPD basis set) results for a 2-piece molecular cluster, C7H8ClNOS overall.

Properties
SMILES: OSc1ccccc1Cl.C=N
Gap between HOMO and LUMO in eV: 8.82
Highest occupied orbital energy in Ha: -0.295

The geometry in XYZ format:
```
19
C7H8ClNOS, DFT ωB97M-V with the def2-TZVPD basis set
H 2.01 -0.31 3.95
H -1.55 2.70 -2.34
C -1.38 0.56 -2.94
H 0.36 -2.02 1.84
H -1.21 -1.54 -3.12
H 3.94 0.35 3.24
H -1.37 0.81 -4.04
Cl -0.98 2.69 0.44
C -1.29 1.65 -2.05
S -0.59 -0.07 1.53
H -1.22 -2.06 -0.80
C -1.13 1.40 -0.70
N 2.05 -0.44 2.99
C -1.03 0.09 -0.23
H 3.31 -0.27 1.61
O -0.59 -1.77 1.58
C -1.18 -0.93 -1.08
C 3.17 -0.10 2.57
C -1.32 -0.74 -2.44
```

Atom charges from the natural (NBO) analysis, given in e for atoms 1 to 6:
1. H 0.329
2. H 0.231
3. C -0.218
4. H 0.500
5. H 0.215
6. H 0.145

***

Quick one: most stable of them? b

***

--- a ---
DFT (ωB97M-V with the def2-TZVPD basis set) results for a 2-piece molecular cluster, ClH3N2S overall.

Properties
Gap between HOMO and LUMO (alpha / beta) in eV: 9.21 / 8.08
Highest occupied orbital energy (alpha / beta) in Ha: -0.384 / -0.326

The geometry in XYZ format:
```
7
ClH3N2S, DFT ωB97M-V with the def2-TZVPD basis set
H -1.60 -0.97 0.39
S 0.89 0.59 -0.63
N 0.95 1.69 0.46
Cl 1.77 -1.15 0.04
H -1.13 -1.27 -1.15
N -1.49 -0.55 -0.53
H 0.61 1.65 1.42
```

Atom charges from the natural (NBO) analysis, given in e for atoms 1 to 6:
1. H 0.313
2. S 0.884
3. N -0.926
4. Cl -0.262
5. H 0.309
6. N -0.711

***

--- b ---
DFT (ωB97M-V with the def2-TZVPD basis set) results for a 2-piece molecular cluster, ClH3N2S overall.

Properties
Gap between HOMO and LUMO in eV: 7.95
Highest occupied orbital energy in Ha: -0.362

The geometry in XYZ format:
```
7
ClH3N2S, DFT ωB97M-V with the def2-TZVPD basis set
H -0.06 1.02 0.96
N 0.40 0.30 0.38
H 1.09 -0.29 0.74
N 3.24 -1.84 -0.54
S 4.15 -1.03 0.27
Cl 3.97 1.12 -0.08
H 1.02 0.67 -0.28
```

Atom charges from the natural (NBO) analysis, given in e for atoms 1 to 6:
1. H 0.376
2. N -1.086
3. H 0.351
4. N -0.587
5. S 0.954
6. Cl -0.366

***

--- c ---
DFT (ωB97M-V with the def2-TZVPD basis set) results for the molecule ClH3N2S.

Properties
Gap between HOMO and LUMO in eV: 9.54
Highest occupied orbital energy in Ha: -0.351

The geometry in XYZ format:
```
7
ClH3N2S, DFT ωB97M-V with the def2-TZVPD basis set
H 0.22 2.42 -0.27
N 0.33 1.32 0.30
Cl -2.41 -0.19 0.04
H 1.34 -0.74 0.60
S -0.27 0.21 -0.60
N 0.63 -1.02 -0.09
H 0.17 -2.01 0.03
```

Atom charges from the natural (NBO) analysis, given in e for atoms 1 to 6:
1. H 0.390
2. N -1.054
3. Cl -0.450
4. H 0.428
5. S 1.306
6. N -1.052

***

Quick one: most stable of them? b

***

--- a ---
DFT (ωB97M-V with the def2-TZVPD basis set) results for an isolated ion of composition C4H10N2O and charge -1.

Properties
Total charge: -1
<S²>: 0.75
Spin multiplicity: 2
Gap between HOMO and LUMO (alpha / beta) in eV: 2.83 / 9.02
Highest occupied orbital energy (alpha / beta) in Ha: 0.045 / -0.185

The geometry in XYZ format:
```
17
C4H10N2O, DFT ωB97M-V with the def2-TZVPD basis set
C 0.58 -0.26 -0.65
C -2.54 0.82 0.82
H -2.41 1.64 1.54
H -1.89 1.39 -1.09
C -0.21 0.84 0.03
H 2.32 -1.09 -0.77
H 3.05 -0.99 1.53
N 1.81 -0.55 -0.08
N -1.61 0.85 -0.29
H 1.40 -0.56 1.97
H 1.73 -2.18 1.31
H -2.47 -0.14 1.32
H -0.11 0.78 1.11
H 0.27 1.79 -0.25
O 0.30 -0.65 -1.77
C 2.00 -1.11 1.26
H -3.55 0.88 0.40
```

Atom charges from the natural (NBO) analysis, given in e for atoms 1 to 6:
1. C 0.592
2. C -0.480
3. H 0.151
4. H 0.364
5. C -0.449
6. H 0.368

***

--- b ---
DFT (ωB97M-V with the def2-TZVPD basis set) results for an isolated ion of composition C4H10N2O and charge -1.

Properties
Total charge: -1
<S²>: 0.75
Spin multiplicity: 2
Gap between HOMO and LUMO (alpha / beta) in eV: 2.76 / 7.31
Highest occupied orbital energy (alpha / beta) in Ha: 0.048 / -0.124

The geometry in XYZ format:
```
17
C4H10N2O, DFT ωB97M-V with the def2-TZVPD basis set
H 1.09 -0.77 -1.04
C 0.08 -0.36 -1.03
O 1.77 1.75 0.00
C -0.25 -0.28 0.48
H -2.20 0.50 0.10
N -0.85 -1.17 -1.79
H 2.95 0.58 1.28
H 0.05 0.65 -1.43
H -0.90 1.71 0.55
C 1.96 0.89 0.91
H -1.68 -0.71 -2.11
H -0.60 -1.99 -2.30
H -0.55 -1.27 0.85
H 1.23 -0.97 1.56
H -1.64 0.71 1.82
N 0.94 -0.01 1.37
C -1.39 0.76 0.77
```

Atom charges from the natural (NBO) analysis, given in e for atoms 1 to 6:
1. H 0.195
2. C -0.249
3. O -0.825
4. C -0.035
5. H 0.175
6. N -0.907

***

Quick one: most stable of them? a